Entry 1:
The following is a DFT calculation (ωB97M-V/def2-TZVPD) of C37H92BaN5O13Zn as an isolated structure in a non-equilibrium geometry.

The geometry in ORCA input format:
```
! wB97M-V def2-TZVPD RIJCOSX def2/J DEFGRID3
* xyz 1 1
Ba 1.42 -3.56 0.80
Zn 0.71 -2.04 -2.63
C 3.45 0.66 -4.50
C 3.13 0.02 -3.14
O 2.18 -0.96 -3.23
H 2.63 0.51 -5.20
H 4.28 0.15 -5.00
H 3.69 1.73 -4.49
H 2.83 0.79 -2.40
H 4.12 -0.34 -2.79
C 0.33 -6.20 -2.70
C -0.08 -4.88 -2.08
O 0.92 -3.91 -1.90
H -0.52 -6.87 -2.50
H 1.21 -6.70 -2.30
H 0.37 -6.14 -3.79
H -0.61 -5.07 -1.12
H -0.88 -4.36 -2.63
C 0.63 0.98 -0.32
C -0.13 -0.30 0.07
C -1.64 -0.11 -0.10
O 0.33 -1.37 -0.66
H 1.70 0.74 -0.35
H 0.39 1.81 0.34
H 0.36 1.25 -1.34
H 0.06 -0.43 1.17
H -2.14 -0.95 0.38
H -1.92 -0.07 -1.15
H -2.00 0.82 0.34
C -3.88 1.59 -3.74
O -2.87 0.60 -3.56
C -1.78 0.82 -4.43
C -0.64 -0.09 -4.02
N -1.16 -1.43 -3.53
C -1.53 -2.40 -4.60
C -0.36 -2.73 -5.49
O 0.76 -2.83 -4.62
C 1.90 -3.43 -5.19
H -3.87 1.98 -4.76
H -3.63 2.45 -3.10
H -4.83 1.20 -3.38
H -1.49 1.88 -4.47
H -2.12 0.58 -5.45
H -0.11 0.30 -3.16
H 0.00 -0.25 -4.89
H -2.08 -1.09 -3.22
H -2.35 -1.96 -5.18
H -1.98 -3.26 -4.10
H -0.25 -1.96 -6.27
H -0.51 -3.70 -5.98
H 1.65 -4.35 -5.73
H 2.55 -3.72 -4.37
H 2.45 -2.72 -5.81
C 1.29 3.65 -3.32
O 0.51 4.22 -2.28
C -0.82 3.80 -2.34
C -1.66 4.71 -1.44
N -3.06 4.78 -1.86
C -3.99 5.26 -0.83
C -3.62 6.60 -0.19
O -4.73 7.45 -0.21
C -4.42 8.81 -0.04
H 2.32 3.93 -3.16
H 0.91 4.06 -4.26
H 1.20 2.55 -3.34
H -1.11 2.78 -2.05
H -1.20 3.96 -3.37
H -1.22 5.72 -1.54
H -1.49 4.43 -0.40
H -3.06 5.41 -2.65
H -4.05 4.42 -0.14
H -4.97 5.37 -1.29
H -2.75 7.03 -0.70
H -3.27 6.35 0.83
H -5.19 9.39 -0.55
H -3.44 9.11 -0.43
H -4.52 9.15 1.00
C -4.44 5.50 6.33
O -3.07 5.21 6.22
C -2.41 6.16 5.41
C -0.90 6.14 5.50
N -0.20 5.06 4.83
C -0.55 3.72 5.34
C -1.28 2.80 4.32
O -2.05 3.60 3.51
C -2.69 2.91 2.45
H -4.86 4.87 7.11
H -4.88 5.28 5.34
H -4.69 6.55 6.51
H -2.73 7.17 5.69
H -2.74 6.00 4.37
H -0.51 6.30 6.51
H -0.60 7.09 5.03
H -0.54 5.01 3.88
H -1.21 3.86 6.19
H 0.32 3.15 5.69
H -1.80 2.05 4.93
H -0.46 2.32 3.76
H -2.07 2.12 2.04
H -2.98 3.65 1.71
H -3.68 2.56 2.80
C 2.93 1.02 3.67
O 4.04 0.88 2.81
C 4.82 -0.25 3.08
C 4.21 -1.54 2.54
N 3.51 -1.37 1.24
C 4.49 -1.40 0.12
C 4.88 -2.79 -0.29
O 3.75 -3.61 -0.52
C 4.11 -4.74 -1.30
H 2.40 0.07 3.83
H 2.29 1.77 3.22
H 3.19 1.37 4.68
H 5.01 -0.36 4.16
H 5.84 -0.10 2.72
H 3.58 -2.10 3.23
H 5.06 -2.23 2.41
H 3.24 -0.39 1.33
H 5.35 -0.78 0.43
H 4.14 -0.85 -0.75
H 5.71 -3.27 0.25
H 5.35 -2.60 -1.27
H 4.84 -5.34 -0.75
H 4.58 -4.48 -2.26
H 3.20 -5.31 -1.52
C 3.40 -5.31 3.11
O 2.71 -6.01 2.08
C 1.99 -7.21 2.35
C 0.97 -7.27 1.24
N 0.13 -6.04 1.20
C -0.45 -5.83 2.52
C -1.71 -4.93 2.47
O -1.94 -4.53 1.13
C -2.82 -3.44 1.01
H 4.28 -5.85 3.47
H 2.70 -5.09 3.92
H 3.67 -4.37 2.63
H 1.55 -7.23 3.35
H 2.72 -8.02 2.31
H 0.32 -8.15 1.29
H 1.46 -7.47 0.28
H -0.69 -6.33 0.67
H 0.24 -5.47 3.29
H -0.86 -6.73 3.01
H -1.73 -4.10 3.18
H -2.60 -5.49 2.79
H -3.84 -3.72 1.29
H -2.79 -3.08 -0.01
H -2.55 -2.61 1.68
*
```

## Properties
LUMO energy	-2.48	eV
HOMO	-9.55	eV



Entry 2:
The following is a DFT calculation (ωB97M-V/def2-TZVPD) of a 10-piece molecular cluster, C37H92Cl2N6O15 overall in a non-equilibrium geometry.

The geometry in ORCA input format:
```
! wB97M-V def2-TZVPD RIJCOSX def2/J DEFGRID3
* xyz 0 1
C -3.72 0.04 6.95
O -2.47 0.71 6.82
C -1.43 -0.14 6.40
C -0.06 0.53 6.32
C 0.02 1.82 5.54
N 0.88 -0.41 5.68
H -4.42 0.62 7.54
H -3.51 -0.94 7.39
H -4.11 -0.15 5.94
H -1.37 -1.02 7.05
H -1.66 -0.42 5.36
H 0.22 0.73 7.36
H 1.03 2.24 5.64
H -0.61 2.62 5.93
H -0.07 1.63 4.47
H 0.85 -1.32 6.13
H 0.49 -0.58 4.76
C -3.12 5.80 -3.76
O -3.55 4.68 -3.03
C -4.61 4.90 -2.14
C -5.85 4.09 -2.53
C -5.69 2.59 -2.62
N -6.43 4.61 -3.80
H -2.07 5.67 -4.02
H -3.13 6.71 -3.15
H -3.73 5.94 -4.65
H -4.34 4.77 -1.09
H -4.95 5.94 -2.17
H -6.58 4.37 -1.76
H -6.65 2.07 -2.58
H -5.12 2.19 -1.77
H -5.22 2.19 -3.52
H -7.03 3.84 -4.11
H -5.67 4.56 -4.48
C 1.91 -3.21 -5.79
O 2.17 -3.94 -4.59
C 3.53 -4.32 -4.51
C 3.89 -4.59 -3.05
C 3.91 -3.31 -2.21
N 5.16 -5.22 -2.72
H 2.34 -3.72 -6.66
H 2.39 -2.25 -5.58
H 0.85 -3.05 -5.98
H 3.57 -5.26 -5.08
H 4.20 -3.56 -4.92
H 3.04 -5.19 -2.71
H 3.83 -3.64 -1.17
H 3.17 -2.52 -2.37
H 4.86 -2.78 -2.29
H 5.84 -4.47 -2.85
H 5.46 -5.96 -3.34
C -7.45 -3.64 2.61
O -6.21 -3.46 1.99
C -5.14 -3.30 2.89
C -3.88 -2.75 2.24
C -3.27 -3.72 1.23
N -2.91 -2.45 3.30
H -7.73 -2.75 3.20
H -7.46 -4.47 3.34
H -8.23 -3.82 1.89
H -5.46 -2.62 3.69
H -4.89 -4.28 3.33
H -3.99 -1.79 1.72
H -3.10 -4.71 1.66
H -2.46 -3.29 0.65
H -4.08 -3.94 0.52
H -2.72 -3.23 3.93
H -1.99 -2.34 2.86
C 2.64 3.59 2.07
O 3.96 3.13 1.82
C 4.35 3.38 0.49
C 5.82 3.01 0.37
C 6.71 3.77 1.37
N 6.32 3.39 -0.98
H 2.28 3.40 3.08
H 1.92 3.07 1.43
H 2.58 4.67 1.90
H 3.73 2.78 -0.20
H 4.19 4.43 0.21
H 5.95 1.94 0.52
H 7.73 3.40 1.45
H 6.31 3.63 2.38
H 6.75 4.83 1.14
H 6.49 4.39 -0.98
H 5.54 3.30 -1.64
C -0.90 0.47 -3.51
O 0.46 0.84 -3.63
C 1.05 0.42 -4.85
C 2.47 0.97 -4.89
C 3.34 0.31 -3.83
N 2.56 2.43 -4.73
H -1.53 1.28 -3.88
H -1.14 0.47 -2.44
H -1.22 -0.48 -3.94
H 1.04 -0.68 -4.92
H 0.45 0.73 -5.72
H 2.86 0.63 -5.85
H 3.32 -0.77 -3.92
H 3.02 0.57 -2.82
H 4.37 0.68 -3.88
H 1.88 2.65 -4.00
H 2.03 2.89 -5.48
C -2.30 0.84 0.48
C -1.17 1.24 1.41
O 0.02 0.51 1.11
C 0.21 -0.76 1.45
O -0.56 -1.47 2.06
O 1.40 -1.19 1.09
C 2.28 -0.38 0.29
H -2.34 -0.24 0.34
H -2.17 1.31 -0.50
H -3.27 1.26 0.78
H -1.45 0.99 2.44
H -0.94 2.29 1.30
H 1.78 -0.15 -0.66
H 3.17 -0.96 0.05
H 2.48 0.52 0.86
C 10.22 -5.28 -0.25
C 8.73 -5.67 -0.23
O 7.91 -4.52 -0.43
C 7.56 -3.80 0.63
O 7.98 -4.00 1.74
O 6.65 -2.91 0.26
C 6.19 -1.99 1.23
H 10.78 -6.16 -0.59
H 10.52 -5.01 0.77
H 10.45 -4.45 -0.91
H 8.51 -6.21 0.69
H 8.60 -6.26 -1.13
H 6.67 -2.02 2.21
H 5.15 -2.23 1.44
H 6.26 -0.96 0.88
C -7.04 -1.69 -0.21
C -6.65 -0.63 0.81
O -7.76 0.31 0.91
C -7.58 1.44 1.59
O -8.42 2.28 1.70
O -6.38 1.48 2.19
C -6.15 2.59 3.05
H -7.93 -2.20 0.16
H -6.21 -2.39 -0.25
H -7.36 -1.26 -1.16
H -5.83 -0.06 0.39
H -6.50 -1.03 1.81
H -5.38 2.32 3.76
H -7.08 2.90 3.53
H -5.91 3.54 2.54
Cl 0.96 2.96 -1.14
C -0.13 3.77 -2.30
Cl 0.42 5.47 -2.45
H 0.01 3.26 -3.25
H -1.16 3.70 -1.96
*
```

## Properties
LUMO energy	0.27	eV
HOMO	-8.97	eV
structure (SMILES)	COC[C@H](C)N.COC[C@H](C)N.COC[C@H](C)N.COC[C@H](C)N.COC[C@H](C)N.COC[C@H](C)N.CCOC(=O)OC.CCOC(=O)OC.CCOC(=O)OC.ClCCl



Entry 3:
The following is a DFT calculation (ωB97M-V/def2-TZVPD) of a 8-piece molecular cluster, C37H92F6N9O5P overall in a non-equilibrium geometry.

The geometry in ORCA input format:
```
! wB97M-V def2-TZVPD RIJCOSX def2/J DEFGRID3
* xyz 6 1
C -0.47 -4.98 6.50
N -0.95 -3.89 5.59
C -2.18 -4.33 4.89
C -1.28 -2.73 6.48
C 0.15 -3.57 4.61
C -0.10 -2.48 3.58
O -0.33 -1.26 4.26
H -0.20 -5.87 5.93
H -1.27 -5.24 7.19
H 0.40 -4.62 7.03
H -2.55 -3.50 4.29
H -2.94 -4.66 5.59
H -1.94 -5.16 4.22
H -0.35 -2.23 6.74
H -1.80 -3.06 7.38
H -1.89 -2.02 5.92
H 0.41 -4.52 4.15
H 1.01 -3.32 5.24
H -0.99 -2.72 2.99
H 0.79 -2.40 2.95
H 0.02 -0.54 3.73
C -0.18 6.68 -1.14
N -0.86 6.60 0.20
C -0.54 5.29 0.89
C -0.29 7.71 1.06
C -2.33 6.90 0.03
C -3.12 5.88 -0.77
O -3.36 4.71 -0.01
H -0.55 5.94 -1.82
H 0.89 6.54 -0.96
H -0.38 7.69 -1.48
H -1.06 5.41 1.84
H 0.53 5.18 1.04
H -1.02 4.46 0.39
H -0.89 7.73 1.97
H -0.46 8.66 0.57
H 0.75 7.50 1.29
H -2.33 7.89 -0.42
H -2.78 7.03 1.02
H -2.61 5.59 -1.68
H -4.07 6.34 -1.05
H -4.10 4.86 0.58
C -6.70 -0.41 1.95
N -5.66 0.50 2.52
C -4.66 -0.32 3.27
C -4.93 1.15 1.36
C -6.27 1.61 3.36
C -7.32 1.13 4.34
O -6.79 0.14 5.19
H -7.53 0.19 1.57
H -7.09 -1.07 2.72
H -6.26 -0.90 1.09
H -5.20 -0.96 3.95
H -3.97 0.37 3.76
H -4.12 -0.90 2.53
H -5.53 1.97 0.99
H -4.66 0.42 0.61
H -4.03 1.56 1.82
H -6.71 2.34 2.68
H -5.42 2.05 3.88
H -8.24 0.85 3.83
H -7.59 2.03 4.91
H -7.51 -0.19 5.73
C 2.56 -3.01 -4.95
N 1.62 -2.63 -3.82
C 2.20 -3.21 -2.56
C 1.61 -1.16 -3.72
C 0.27 -3.25 -4.10
C -0.67 -2.45 -4.96
O -0.09 -2.39 -6.27
H 2.51 -4.09 -5.11
H 3.58 -2.72 -4.68
H 2.26 -2.50 -5.86
H 3.21 -2.84 -2.42
H 2.14 -4.30 -2.57
H 1.51 -2.82 -1.81
H 1.52 -0.71 -4.71
H 2.52 -0.71 -3.33
H 0.72 -0.88 -3.16
H -0.21 -3.33 -3.12
H 0.46 -4.26 -4.45
H -0.84 -1.43 -4.60
H -1.64 -2.95 -4.97
H -0.57 -1.73 -6.79
C 5.14 -1.04 1.88
N 5.11 0.09 0.91
C 6.41 0.07 0.12
C 3.96 -0.10 0.00
C 4.96 1.38 1.71
C 4.64 2.60 0.91
O 5.72 2.95 0.07
H 4.12 -1.21 2.22
H 5.73 -0.74 2.74
H 5.61 -1.91 1.44
H 6.42 0.97 -0.49
H 6.43 -0.82 -0.49
H 7.20 0.15 0.86
H 3.86 -1.12 -0.36
H 4.16 0.45 -0.92
H 3.01 0.18 0.45
H 5.86 1.50 2.30
H 4.16 1.12 2.40
H 4.47 3.38 1.66
H 3.67 2.55 0.40
H 5.48 3.75 -0.41
C -1.58 -4.30 0.25
C -1.07 -5.61 0.83
N 0.37 -5.79 0.51
C 1.36 -4.83 0.61
C 2.50 -5.43 0.20
N 2.24 -6.76 -0.02
C 0.94 -6.95 0.19
C 3.23 -7.81 -0.26
H -1.33 -4.23 -0.81
H -1.17 -3.40 0.72
H -2.65 -4.21 0.40
H -1.55 -6.42 0.29
H -1.21 -5.73 1.91
H 1.09 -3.82 0.85
H 3.47 -4.98 0.09
H 0.51 -7.94 0.17
H 3.30 -8.09 -1.31
H 2.93 -8.70 0.29
H 4.18 -7.50 0.17
C 2.13 3.94 -8.65
C 1.39 4.78 -7.61
N 1.60 4.24 -6.24
C 2.76 4.25 -5.53
C 2.47 3.87 -4.26
N 1.13 3.56 -4.24
C 0.63 3.83 -5.45
C 0.31 3.25 -3.05
H 1.62 3.00 -8.82
H 3.18 3.81 -8.40
H 2.07 4.46 -9.61
H 0.32 4.74 -7.79
H 1.78 5.79 -7.63
H 3.69 4.61 -5.94
H 3.09 3.78 -3.39
H -0.40 3.65 -5.72
H -0.14 2.26 -3.12
H -0.55 3.92 -3.10
H 0.91 3.37 -2.16
P -0.41 0.50 0.52
F 0.78 1.39 -0.16
F -1.13 0.49 -0.96
F 0.28 -0.91 0.04
F -1.66 -0.35 1.08
F 0.41 0.52 1.89
F -1.20 1.85 0.90
*
```

## Properties
LUMO energy	-11.21	eV
HOMO	-21.02	eV
energy relative to the best compared isomer or geometry (same formula, charge and spin)	0.0	kcal/mol